Record 1
ORCA calculation (ωB97M-V with the def2-TZVPD basis set) on an isolated molecule of C4H5NO at a distorted geometry.

Calculated values
* LUMO level: 0.36 eV
* max |F|: 0.0553 Eh/bohr
* orbital gap: 9.290 eV
* E_HOMO: -8.93 eV
* charge: 0
* energy relative to the best compared isomer or geometry (same formula, charge and spin): 65.66 kcal/mol

Last column: Löwdin charge in e.
CARTESIAN COORDINATES (ANGSTROEM)
H -2.568 -1.408 0.295  0.13
O -0.859 -0.898 -0.803  -0.02
H 0.490 1.923 -1.055  0.10
H 0.792 0.362 -1.882  0.09
H 0.867 -0.289 2.231  0.13
C 0.553 0.109 0.088  -0.01
C 1.017 0.959 -1.001  -0.06
C -1.546 -1.016 0.282  -0.35
H 2.090 1.142 -0.933  0.09
C 0.238 -0.212 1.332  -0.13
N -1.075 -0.671 1.446  0.04

=====

Record 2
ORCA calculation (ωB97M-V with the def2-TZVPD basis set) on an isolated molecule of C4H5NO.

Calculated values
* SMILES: Cc1cnoc1
* LUMO level: 0.92 eV
* max |F|: 0.0074 Eh/bohr
* orbital gap: 10.575 eV
* E_HOMO: -9.65 eV
* charge: 0
* energy relative to the best compared isomer or geometry (same formula, charge and spin): 34.05 kcal/mol

Last column: Löwdin charge in e.
CARTESIAN COORDINATES (ANGSTROEM)
C 0.685 -0.114 1.205  -0.11
H -0.022 -1.066 -1.908  0.08
O -1.292 0.490 1.724  -0.05
H 1.718 -0.398 1.367  0.12
H 1.560 -0.474 -1.402  0.08
N -0.060 0.176 2.238  0.06
C 0.493 -0.236 -1.417  -0.05
C -1.251 0.379 0.389  -0.08
H -2.177 0.594 -0.126  0.14
H 0.363 0.651 -2.043  0.08
C -0.018 -0.002 -0.028  -0.26